Formula: C45H42BrN3O10PbS3
Source: the OMol25 dataset
Level of theory: ωB97M-V/def2-TZVPD

- Charge: +2
- LUMO: -8.18 eV
- Gap between HOMO and LUMO: 4.48 eV
- DFT total energy: -180074.359 eV
- Relative energy (zero: lowest compared OMol25 entry of this formula, charge and spin): 0.00 kcal/mol

Last column: Mulliken charge in e.
Geometry (Å):
Pb 0.53839 -0.73497 -0.39196  2.20
O 1.72757 -5.09462 4.15055  -0.52
C 1.58050 -4.14633 3.21390  0.83
C 2.18032 -4.21470 1.96026  -0.47
C 1.95336 -3.18796 1.06325  -0.27
N 1.19861 -2.13805 1.40569  0.68
C 0.61688 -2.06834 2.59890  0.43
C 0.75520 -3.05810 3.54181  -1.09
C -0.27515 -0.82033 2.77776  -0.04
O -1.20980 -0.92987 3.60175  -0.76
O -0.04551 0.13064 2.00443  -0.27
C 2.53456 -3.18068 -0.35601  0.11
O 3.22626 -4.10995 -0.69647  -0.69
O 2.18597 -2.14133 -1.05811  -0.70
H 2.34824 -5.77270 3.85503  0.34
H 2.81442 -5.03734 1.65029  0.55
H 0.27253 -2.99439 4.50668  0.60
O 2.35903 0.79757 -0.53443  -0.56
S 3.86803 0.91633 -0.53614  0.00
C 4.09690 2.59862 -1.15725  -0.62
C 3.56962 2.85485 -2.59355  -1.26
C 2.21586 3.61299 -2.70021  -0.49
C 0.95373 2.74724 -2.55209  0.59
S -0.53600 3.40577 -1.71540  0.05
O -1.23200 2.17867 -1.17769  -0.48
C 0.22468 4.19793 -0.30893  0.35
C 0.45527 5.56649 -0.35056  -0.68
C 1.05479 6.18609 0.73818  -0.64
C 1.39796 5.43899 1.85710  -0.80
C 1.14320 4.07198 1.89512  -0.63
C 0.55509 3.44255 0.80823  0.16
C 4.34398 1.19208 1.15560  0.41
C 5.68446 1.41285 1.44807  -0.62
C 6.06213 1.58741 2.76959  -0.62
C 5.11080 1.51729 3.78094  -0.66
C 3.78121 1.26958 3.47388  -1.16
C 3.38579 1.10240 2.15171  0.04
H 5.17766 2.74868 -1.10280  0.61
H 3.63148 3.26635 -0.42887  0.26
H 3.56270 1.93452 -3.18380  0.40
H 4.31425 3.49868 -3.06398  0.51
H 2.18152 4.11232 -3.66969  0.49
H 2.23814 4.41194 -1.95865  0.16
H 1.14654 1.86018 -1.97061  -0.71
H 0.58287 2.44204 -3.53379  0.56
H 0.17164 6.14339 -1.22469  0.51
H 1.24486 7.25131 0.71493  0.47
H 1.86099 5.92456 2.70619  0.44
H 1.41108 3.49532 2.77027  0.50
H 0.35379 2.37673 0.81626  0.14
H 6.43091 1.44060 0.66256  0.46
H 7.10132 1.76694 3.01087  0.42
H 5.41366 1.64600 4.81179  0.42
H 3.04427 1.20222 4.26498  0.55
H 2.35189 0.89794 1.90138  0.80
C -1.61459 -3.94216 1.04129  -1.24
O -1.81787 -2.49448 1.03363  0.82
C -2.81033 -1.96210 1.61192  0.19
C -3.80348 -2.61108 2.35169  -0.78
C -4.81500 -1.84538 2.86422  -0.67
Br -6.15586 -2.63543 3.85057  -0.04
C -4.91924 -0.40462 2.68342  -0.22
C -3.99932 0.27402 1.98173  0.20
C -2.88045 -0.47585 1.37531  0.89
O -2.00096 0.05680 0.76448  -0.29
C -4.03095 1.73086 1.80121  -0.02
N -3.25454 2.45890 0.99385  0.57
C -3.58722 3.79833 1.11691  0.81
C -3.07582 4.93899 0.50122  -0.39
C -3.65166 6.13213 0.87084  -0.89
C -4.69775 6.19920 1.81366  -0.52
C -5.20552 5.07357 2.42066  -1.22
C -4.62074 3.86738 2.04517  0.32
N -4.86569 2.55969 2.44184  0.02
H -1.34891 -4.24308 2.05223  0.49
H -0.80022 -4.10464 0.34445  0.10
H -2.52299 -4.42130 0.68461  0.55
H -3.77568 -3.67750 2.52299  0.65
H -5.77382 0.07293 3.14506  0.55
H -2.52191 2.06422 0.39434  -0.07
H -2.27375 4.88528 -0.21947  0.55
H -3.29395 7.05075 0.42600  0.47
H -5.11190 7.16568 2.06594  0.42
H -6.00826 5.12591 3.14335  0.44
H -5.54542 2.28272 3.13221  0.28
C 0.02667 -7.75807 -6.00513  -1.46
C -0.09218 -6.41762 -5.33600  0.91
C 0.53072 -5.29355 -5.86686  -0.71
C 0.41921 -4.05548 -5.25024  -0.58
C -0.33983 -3.94499 -4.09824  0.29
C -0.96586 -5.05054 -3.54075  -0.45
C -0.83531 -6.27835 -4.16147  -0.64
S -0.48752 -2.35605 -3.33653  0.47
C -2.08555 -1.87514 -3.98203  -1.00
O -0.72220 -2.57894 -1.85818  -0.70
H 0.81956 -7.75904 -6.75066  0.37
H -0.90627 -8.02131 -6.50681  0.31
H 0.24129 -8.54091 -5.27777  0.37
H 1.12872 -5.38981 -6.76424  0.34
H 0.93391 -3.19224 -5.65568  0.44
H -1.52096 -4.94608 -2.61631  0.30
H -1.30920 -7.15171 -3.72904  0.39
H -2.82852 -2.60754 -3.66841  0.34
H -2.02805 -1.83544 -5.06971  0.42
H -2.31130 -0.88532 -3.58362  0.30

Atoms 1-6, force components in eV/Å:
0.2 0.1 -0.6
0.1 0.0 -0.1
-0.2 0.1 0.2
0.1 0.0 -0.3
-0.1 0.2 0.4
0.3 -0.3 -0.4

***

Formula: C45H42ClIN9O6Pb
Source: the OMol25 dataset
Level of theory: ωB97M-V/def2-TZVPD

- Charge: -1
- LUMO: 1.72 eV
- Gap between HOMO and LUMO: 5.92 eV
- DFT total energy: -98912.793 eV

Last column: Mulliken charge in e.
Geometry (Å):
Pb -0.65674 -0.07368 -1.02003  1.63
C 4.43576 2.98572 2.61517  -1.92
C 3.71546 1.81132 2.02227  0.86
C 4.34906 0.89682 1.18047  -1.08
C 3.67716 -0.16968 0.64307  0.40
C 2.29736 -0.41608 0.89577  -0.37
N 1.59556 -1.39698 0.31187  0.50
C 2.21546 -2.56348 0.00297  0.23
C 3.24166 -3.07168 0.83537  -0.60
C 3.98206 -4.18458 0.51707  -0.91
C 3.73886 -4.88778 -0.65773  0.51
C 4.58346 -6.06048 -1.06183  -1.61
C 2.66076 -4.48378 -1.42513  0.13
C 1.88476 -3.37578 -1.10413  -0.88
N 0.77466 -3.15518 -1.94983  1.24
C 0.82016 -3.14158 -3.29833  -0.38
C -0.47204 -3.24588 -3.75463  -1.16
C -1.23864 -3.33458 -2.58723  -0.77
N -0.47914 -3.27988 -1.50933  -0.82
C 1.68486 0.52142 1.77027  -1.09
C 2.38046 1.58862 2.31407  -0.44
N 0.35786 0.31432 2.20257  0.50
C 0.07106 0.10802 3.46397  -1.10
C -1.37964 -0.18898 3.58277  -0.24
C -1.80484 -0.07778 2.09527  0.14
N -0.63924 0.32252 1.35697  0.49
H 5.46796 3.02382 2.27487  0.38
H 4.42966 2.92962 3.70467  0.40
H 3.94606 3.91662 2.32947  0.34
H 5.39956 1.02522 0.95537  0.26
H 4.20156 -0.85758 -0.00623  0.56
H 3.44896 -2.53788 1.75287  0.42
H 4.77306 -4.50918 1.18077  0.38
H 5.57826 -5.97898 -0.62773  0.39
H 4.67266 -6.10818 -2.14583  0.37
H 4.14046 -6.99688 -0.71843  0.29
H 2.39986 -5.04608 -2.31243  0.50
H 1.74836 -3.05288 -3.82923  0.57
H -0.81114 -3.25158 -4.77033  0.47
H -2.30124 -3.43838 -2.50043  0.91
H 1.85186 2.26812 2.96927  0.54
H 0.80676 0.17312 4.23737  0.55
H -1.90684 0.39842 4.33657  0.52
H -2.66614 0.53262 1.82647  0.29
O -5.97664 -2.05828 -3.72593  -0.59
C -5.77854 -2.77468 -2.64843  0.39
O -6.41504 -3.77628 -2.40413  -0.65
C -4.75684 -2.27868 -1.67843  -0.09
C -4.73404 -2.64898 -0.34543  0.13
Cl -5.72244 -3.80338 0.39807  -0.14
N -3.70784 -1.99958 0.26867  -0.26
N -3.02894 -1.27198 -0.63943  0.93
C -3.64314 -1.40328 -1.80103  -0.41
C -3.13684 -0.72788 -3.06753  0.48
O -3.97344 -0.54508 -3.97023  -0.91
O -1.93664 -0.41598 -3.12663  -0.35
C -3.46344 -1.93388 1.64527  -0.59
C -4.44454 -2.04718 2.55567  -0.60
C -4.15554 -2.06738 3.97147  -0.88
C -2.91474 -1.97968 4.44717  -1.32
C -1.74914 -1.69588 3.56727  0.22
C -2.06954 -1.60248 2.04907  0.36
H -5.23474 -1.34688 -3.86103  0.43
H -5.47474 -2.16818 2.27157  0.58
H -4.99094 -2.21038 4.64127  0.40
H -2.71114 -2.04808 5.50647  0.40
H -0.90494 -2.35028 3.81207  0.52
H -1.35034 -2.11218 1.40457  0.31
I -2.15904 7.78782 4.86197  0.04
C -2.36054 6.21322 3.46067  0.00
C -1.34244 5.98572 2.55157  -0.66
C -1.46334 4.95082 1.64397  -0.25
C -2.59724 4.14382 1.64777  0.26
C -3.61294 4.39582 2.56907  -0.62
C -3.50224 5.43292 3.47457  -0.50
C -2.77784 3.02072 0.68457  0.61
O -3.68274 2.21212 0.80757  -0.78
O -1.88784 3.02982 -0.28003  -0.34
H -0.46114 6.60862 2.54577  0.39
H -0.68014 4.76462 0.92507  0.51
H -4.48934 3.76382 2.55747  0.49
H -4.29694 5.62382 4.18087  0.38
C -1.96024 1.99662 -1.27273  -1.56
H -1.73654 2.49182 -2.21843  0.39
H -2.98974 1.63732 -1.31713  0.79
C 1.04016 2.00372 -3.47163  -0.90
C 2.32066 2.71052 -3.98073  -0.79
N 3.38756 2.61232 -2.99123  -0.19
C 3.73206 1.20972 -2.80003  -1.17
C 2.46166 0.39812 -2.46763  1.21
N 1.34266 1.31112 -2.21933  0.88
C 1.71626 2.31192 -1.21623  0.33
C 2.91306 3.14562 -1.72173  -0.92
H 0.66526 1.27202 -4.18793  0.48
H 0.24346 2.72152 -3.27813  0.33
H 2.13726 3.77072 -4.17233  0.36
H 2.68756 2.25942 -4.90583  0.29
H 4.45496 1.15832 -1.98283  0.44
H 4.21696 0.85022 -3.71163  0.35
H 2.60726 -0.21968 -1.58483  -1.31
H 2.17626 -0.25598 -3.29413  0.47
H 1.97226 1.78842 -0.29993  -0.96
H 0.83996 2.93102 -1.02253  0.55
H 3.73926 3.10422 -1.00773  0.35
H 2.64426 4.19292 -1.87563  0.29

Atoms 1-6, force components in eV/Å:
0.3 0.0 -0.9
-0.1 0.0 0.0
-0.1 0.1 0.1
-0.1 0.1 0.1
-0.1 0.0 0.0
0.1 -0.1 0.1

***

> The lowest DFT total energy belongs to which entry?

C45H42BrN3O10PbS3